1.
{"formula": "C2H3N4O", "method": "the ωB97M-V functional and the def2-TZVPD basis", "homo_ev": [-16.184, -16.184], "relative_energy_kcal_mol": 104.1, "e_lumo_ha": [-0.2795, -0.2794], "charge": 1, "elements": ["O", "C", "C", "N", "N", "N", "N", "H", "H", "H"], "coordinates": [[1.879, -1.310, 0.027], [1.209, -0.701, 0.800], [-0.290, -0.392, 0.456], [-0.193, 1.172, 0.576], [-0.360, 1.631, -0.493], [-0.828, 0.585, -1.359], [-0.807, -0.558, -0.809], [1.259, -0.381, 1.831], [-0.758, -0.757, 1.326], [-1.111, 0.712, -2.356]], "nbo_charge": [-0.35, 0.46, -0.17, -0.01, 0.06, -0.09, 0.10, 0.20, 0.31, 0.48]}

=====

2.
{"formula": "C2H3N4O3S", "method": "the ωB97M-V functional and the def2-TZVPD basis", "homo_ev": -5.206, "relative_energy_kcal_mol": 28.9, "e_lumo_ha": 0.1320, "charge": -1, "elements": ["N", "C", "C", "N", "S", "O", "O", "O", "N", "N", "H", "H", "H"], "coordinates": [[2.292, -1.185, -0.551], [1.242, -0.482, -0.012], [0.302, 0.264, -0.650], [-0.581, 0.756, 0.615], [-2.244, 0.765, 0.111], [-2.294, 1.882, -0.777], [-2.324, -0.518, -0.465], [-2.977, 0.839, 1.397], [0.013, 0.229, 1.657], [1.011, -0.542, 1.317], [2.855, -0.802, -1.310], [2.918, -1.544, 0.189], [-0.214, 0.340, -1.521]], "nbo_charge": [-0.82, 0.22, -0.17, -0.44, 2.52, -0.98, -1.00, -0.99, 0.01, -0.33, 0.38, 0.38, 0.23]}

=====

3.
{"formula": "C2H3N4S", "method": "the ωB97M-V functional and the def2-TZVPD basis", "homo_ev": [0.247, -4.303], "spin_multiplicity": 3, "e_lumo_ha": [0.1378, 0.0941], "charge": -1, "elements": ["C", "C", "N", "N", "N", "N", "S", "H", "H", "H"], "coordinates": [[1.823, -0.146, -0.001], [-1.636, -0.145, 0.089], [0.696, -0.801, 0.183], [1.518, 1.187, -0.309], [0.290, 1.316, -0.347], [-0.247, 0.140, -0.089], [3.377, -0.756, 0.075], [-2.251, 0.763, 0.227], [-1.720, -0.688, -0.797], [-1.850, -0.871, 0.969]], "mulliken_spin": [0.13, 0.09, 0.43, 0.08, 0.38, 0.22, 0.65, -0.03, 0.02, 0.04]}

=====

4.
{"formula": "C2H3N5O", "method": "the ωB97M-V functional and the def2-TZVPD basis", "homo_ev": -9.979, "relative_energy_kcal_mol": 138.1, "e_lumo_ha": -0.0495, "elements": ["H", "N", "C", "N", "C", "N", "N", "O", "N", "H", "H"], "coordinates": [[-1.660, 2.520, -1.074], [-0.732, 2.707, -0.525], [-0.113, 1.610, -0.488], [-0.621, 0.268, -0.705], [0.173, -0.595, -0.243], [1.327, -0.434, 0.529], [1.733, -1.505, 1.030], [0.742, -2.506, 0.757], [-0.309, -1.925, -0.040], [0.830, 1.724, 0.327], [-1.369, -1.865, 0.432]], "nbo_charge": [0.33, -0.58, 0.22, -0.48, 0.48, -0.24, 0.24, -0.22, -0.33, 0.17, 0.43]}

=====

5.
{"formula": "C2H3N5O2", "method": "the ωB97M-V functional and the def2-TZVPD basis", "homo_ev": -10.326, "relative_energy_kcal_mol": 105.0, "e_lumo_ha": -0.0522, "elements": ["H", "N", "C", "N", "N", "O", "C", "O", "N", "N", "H", "H"], "coordinates": [[2.885, 0.151, -1.593], [2.535, 0.370, -0.502], [1.237, 0.194, -0.161], [1.030, 0.366, 1.292], [0.157, 0.230, 2.132], [-1.259, 0.277, 1.261], [-1.221, -0.041, 0.036], [-2.229, -0.535, -0.498], [-0.050, 0.071, -0.692], [0.091, -0.674, -2.093], [-0.538, -0.087, -2.615], [-0.876, -1.461, -2.105]], "nbo_charge": [0.40, -0.59, 0.51, -0.13, 0.29, -0.48, 0.84, -0.63, -0.36, -0.60, 0.36, 0.39]}

=====

6.
{"formula": "C2H3N8", "method": "the ωB97M-V functional and the def2-TZVPD basis", "homo_ev": -5.745, "relative_energy_kcal_mol": 0.0, "e_lumo_ha": 0.1491, "charge": -1, "elements": ["C", "C", "N", "N", "N", "N", "N", "N", "N", "N", "H", "H", "H"], "coordinates": [[-0.547, -1.250, 0.026], [-0.931, -0.002, 0.531], [0.811, -2.898, -0.322], [0.728, -1.601, -0.121], [-1.276, -2.428, 0.027], [-0.422, -3.381, -0.319], [3.553, 0.412, -0.083], [4.113, 1.367, 0.201], [3.054, -0.630, -0.349], [-0.196, 1.071, 0.584], [-1.888, 0.224, 0.983], [2.098, -1.067, -0.014], [0.711, 0.945, 0.199]], "nbo_charge": [0.11, 0.09, -0.12, -0.35, -0.30, -0.14, 0.25, -0.27, -0.56, -0.63, 0.18, 0.42, 0.32]}

=====

7.
{"formula": "C2H3NO", "method": "the ωB97M-V functional and the def2-TZVPD basis", "homo_ev": -9.552, "relative_energy_kcal_mol": 88.8, "e_lumo_ha": 0.0032, "elements": ["C", "C", "N", "O", "H", "H", "H"], "coordinates": [[1.776, -1.672, -0.494], [-0.918, 0.750, 0.274], [2.844, -2.141, -0.532], [-1.831, 1.659, 0.616], [0.890, -1.151, -0.735], [-0.053, 1.112, 0.743], [-2.709, 1.443, 0.128]], "nbo_charge": [0.06, 0.08, -0.31, -0.64, 0.23, 0.07, 0.50]}

=====

8.
{"formula": "C2H3NO", "method": "the ωB97M-V functional and the def2-TZVPD basis", "homo_ev": [-9.532, -9.590], "relative_energy_kcal_mol": 197.8, "e_lumo_ha": [-0.0465, -0.0559], "elements": ["C", "C", "N", "O", "H", "H", "H"], "coordinates": [[-0.133, 0.711, 0.347], [-0.847, -0.473, -0.316], [0.498, -0.374, 0.229], [1.588, 2.464, 0.408], [-1.605, -0.883, 0.275], [-0.763, -0.532, -1.392], [1.262, -0.913, 0.449]], "nbo_charge": [0.25, -0.35, -0.55, -0.17, 0.20, 0.20, 0.42]}

=====

9.
{"formula": "C2H3NO", "method": "the ωB97M-V functional and the def2-TZVPD basis", "homo_ev": -11.389, "relative_energy_kcal_mol": 46.3, "e_lumo_ha": 0.0237, "elements": ["N", "C", "C", "O", "H", "H", "H"], "coordinates": [[1.978, 0.697, -0.013], [1.198, -0.154, 0.056], [-0.220, -0.527, 0.059], [-0.588, 0.908, -0.093], [-0.432, -1.257, -0.753], [-0.481, -1.050, 1.004], [-1.434, 1.360, -0.245]], "nbo_charge": [-0.26, 0.23, -0.15, -0.76, 0.22, 0.21, 0.50]}

=====

10.
{"formula": "C2H3NO", "method": "the ωB97M-V functional and the def2-TZVPD basis", "homo_ev": -10.720, "relative_energy_kcal_mol": 43.4, "e_lumo_ha": -0.0364, "elements": ["H", "N", "C", "C", "O", "H", "H"], "coordinates": [[-2.113, 0.282, 0.451], [-1.379, 0.272, -0.243], [-0.221, 0.181, 0.259], [0.958, -0.114, -0.486], [1.899, -0.708, 0.271], [0.057, 0.258, 1.319], [0.799, -0.170, -1.570]], "nbo_charge": [0.35, -0.55, 0.02, 0.32, -0.49, 0.17, 0.17]}

=====

11.
{"formula": "C2H3NO", "method": "the ωB97M-V functional and the def2-TZVPD basis", "homo_ev": -9.348, "relative_energy_kcal_mol": 144.6, "e_lumo_ha": -0.0223, "elements": ["C", "C", "N", "O", "H", "H", "H"], "coordinates": [[-1.100, 0.116, 0.065], [1.118, -0.128, -0.158], [-2.059, 0.846, -0.226], [-2.057, -0.402, 0.783], [1.413, -0.622, -1.167], [1.303, -0.765, 0.709], [1.382, 0.956, -0.007]], "nbo_charge": [0.48, -0.49, -0.22, -0.44, 0.23, 0.21, 0.22]}

=====

12.
{"formula": "C2H3NO", "method": "the ωB97M-V functional and the def2-TZVPD basis", "homo_ev": -8.905, "relative_energy_kcal_mol": 93.7, "e_lumo_ha": 0.0440, "elements": ["C", "C", "O", "N", "H", "H", "H"], "coordinates": [[-0.484, 0.616, 0.044], [0.857, 0.514, -0.255], [0.853, -0.915, -0.138], [-0.560, -0.865, 0.076], [-1.494, 1.158, 0.233], [1.686, 1.062, -0.661], [-0.858, -1.570, 0.701]], "nbo_charge": [-0.17, 0.01, -0.35, -0.33, 0.24, 0.22, 0.38]}